1.
A structure of composition C22H32GeHgN2S, computed with wB97M-V/def2-TZVPD.

Computed properties:
- HOMO energy (alpha / beta): -2.952 / -2.564 eV
- 2S+1: 2
- Frontier orbital gap (alpha / beta): 5.612 / 5.215 eV
- Net charge: -1

Each line ends with the Löwdin spin population.
Cartesian coordinates (Å):
Hg: 0.5557 0.2896 2.1773  0.011
S: 1.3972 3.1309 4.1956  -0.005
C: 2.6329 2.7101 3.1475  -0.003
N: 3.4480 1.6573 3.4704  0.001
C: 4.4998 1.2631 2.7219  0.001
C: 4.8220 1.9280 1.5824  0.001
C: 4.0031 3.0025 1.1735  0.001
C: 2.9384 3.3850 1.9394  -0.001
H: 3.1506 1.0998 4.2594  0.004
H: 5.0612 0.4170 3.0862  0.000
H: 5.6728 1.6199 0.9945  0.000
H: 4.2228 3.5195 0.2485  0.000
H: 2.2954 4.2026 1.6518  0.000
C: 2.2735 -1.0710 2.5996  0.589
C: 1.9264 -2.4172 2.3643  0.112
C: 0.9005 -2.9215 1.5059  0.107
C: 0.7065 -4.2720 1.3225  -0.001
C: 1.4940 -5.2123 1.9883  0.127
C: 2.5165 -4.7566 2.8204  0.000
C: 2.7465 -3.4095 2.9902  0.110
H: 0.2732 -2.2158 0.9734  0.004
H: -0.0866 -4.6109 0.6638  -0.003
H: 1.3221 -6.2734 1.8571  0.010
H: 3.1354 -5.4759 3.3473  -0.003
H: 3.5370 -3.0720 3.6495  0.006
C: -2.9215 -3.2837 4.2968  0.000
C: -2.1797 -2.2899 3.5446  0.000
N: -1.6006 -1.4982 2.9511  -0.003
H: -3.4245 -3.9647 3.6124  0.000
H: -3.6641 -2.7860 4.9186  0.000
H: -2.2399 -3.8500 4.9293  0.000
C: -3.6895 -1.3343 -4.6345  0.000
C: -2.7551 -1.5388 -3.4440  -0.001
C: -2.4865 -0.2503 -2.6629  -0.002
C: -1.4799 -0.4529 -1.5353  -0.008
Ge: -1.1140 1.1380 -0.3144  -0.037
C: 0.1227 2.3451 -1.3848  -0.006
C: -0.2916 2.8153 -2.7790  -0.002
C: -1.4267 3.8340 -2.7700  -0.001
C: -1.7031 4.3911 -4.1652  0.000
H: -3.8902 -2.2775 -5.1464  0.000
H: -3.2491 -0.6452 -5.3574  0.000
H: -4.6435 -0.9145 -4.3100  0.000
H: -1.8016 -1.9390 -3.8019  0.000
H: -3.1883 -2.2832 -2.7690  0.000
H: -3.4285 0.1198 -2.2452  0.000
H: -2.1203 0.5109 -3.3585  0.000
H: -0.5227 -0.7954 -1.9452  0.000
H: -1.8362 -1.2613 -0.8870  0.000
H: -2.5007 1.8772 -0.5407  -0.006
H: 1.0619 1.7870 -1.4753  0.000
H: 0.3514 3.2126 -0.7554  0.000
H: -0.5924 1.9449 -3.3702  0.000
H: 0.5690 3.2652 -3.2954  0.000
H: -1.1599 4.6553 -2.0977  0.000
H: -2.3288 3.3650 -2.3729  0.000
H: -0.8157 4.8890 -4.5625  0.000
H: -2.5218 5.1136 -4.1542  0.000
H: -1.9735 3.5835 -4.8487  0.000

---

2.
A structure of composition C53H71NO4P3PtSi, computed with wB97M-V/def2-TZVPD.

Computed properties:
- HOMO energy: -9.788 eV
- Frontier orbital gap: 5.769 eV
- Net charge: +1

Each line ends with the Löwdin charge.
Cartesian coordinates (Å):
Pt: -0.6049 -0.3573 -0.4044  0.897
C: -2.0177 -3.3224 -3.1765  -0.091
C: -1.4208 -3.6628 -1.7980  -0.485
C: -1.7595 -5.1051 -1.4203  -0.079
P: -1.8852 -2.3554 -0.5833  1.044
C: -1.8748 -2.9798 1.1391  -0.501
C: -2.9647 -3.9786 1.5198  -0.079
C: -0.4663 -3.4811 1.4944  -0.085
C: -3.5713 -1.9784 -1.1324  -0.359
C: -4.5079 -3.0122 -1.2253  -0.100
C: -5.7362 -2.7900 -1.8210  -0.059
C: -6.0021 -1.5498 -2.3834  -0.051
C: -5.0671 -0.5302 -2.2919  -0.062
C: -3.8479 -0.7106 -1.6326  -0.215
Si: -2.7009 0.6746 -1.0375  0.435
C: -3.2702 2.4600 -1.0246  -0.262
C: -4.6180 2.7978 -1.1683  -0.077
C: -5.0192 4.1227 -1.2015  -0.056
C: -4.0805 5.1317 -1.0285  -0.059
C: -2.7533 4.8057 -0.8098  -0.074
C: -2.3436 3.4703 -0.7829  -0.354
P: -0.6323 2.9747 -0.3968  1.169
C: 0.3702 4.4058 -1.0869  -0.491
C: 1.6998 3.9050 -1.6550  -0.131
C: 0.6323 5.6213 -0.1974  -0.100
C: -0.5462 2.9666 1.4677  -0.515
C: -1.1957 4.1212 2.2276  -0.088
C: 0.8985 2.7252 1.9163  -0.094
C: -1.8633 0.9317 -2.9202  -0.230
C: -2.7761 1.5074 -3.8145  -0.090
C: -2.4585 1.7783 -5.1354  -0.053
C: -1.1864 1.5047 -5.6150  -0.071
C: -0.2578 0.9409 -4.7655  -0.102
C: -0.5914 0.6390 -3.4345  -0.362
P: 0.6021 -0.1642 -2.3566  0.969
C: 1.1308 -1.7526 -3.1097  -0.494
C: 1.8744 -1.7259 -4.4428  -0.074
C: 1.9487 -2.5746 -2.0912  -0.108
C: 2.0604 0.9217 -2.1119  -0.513
C: 2.7035 1.4804 -3.3786  -0.091
C: 3.1224 0.2559 -1.2199  -0.086
H: -1.4708 -3.8626 -3.9522  0.095
H: -1.9940 -2.2563 -3.4058  0.073
H: -3.0627 -3.6264 -3.2244  0.084
H: -0.3416 -3.5930 -1.8517  0.064
H: -2.8307 -5.2691 -1.3226  0.068
H: -1.2692 -5.4287 -0.5053  0.063
H: -1.4054 -5.7481 -2.2281  0.095
H: -2.0502 -2.0630 1.7017  0.076
H: -2.8780 -4.9278 0.9938  0.067
H: -3.9596 -3.5719 1.3529  0.072
H: -2.8669 -4.1832 2.5873  0.093
H: -0.2370 -4.4271 1.0028  0.071
H: -0.3911 -3.6365 2.5713  0.095
H: 0.3057 -2.7631 1.2124  0.050
H: -4.2895 -3.9932 -0.8288  0.087
H: -6.4722 -3.5818 -1.8568  0.112
H: -6.9489 -1.3701 -2.8760  0.112
H: -5.2998 0.4210 -2.7479  0.090
H: -5.3631 2.0201 -1.2749  0.099
H: -6.0601 4.3699 -1.3656  0.110
H: -4.3867 6.1695 -1.0231  0.109
H: -2.0525 5.6016 -0.6057  0.091
H: -0.2407 4.7236 -1.9375  0.108
H: 2.3631 3.5513 -0.8610  0.092
H: 2.2126 4.7145 -2.1784  0.097
H: 1.5395 3.0995 -2.3666  0.019
H: 1.3234 5.3880 0.6093  0.070
H: -0.2673 6.0416 0.2399  0.054
H: 1.0970 6.3995 -0.8074  0.089
H: -1.1324 2.0714 1.6948  0.053
H: -0.6358 5.0467 2.1281  0.062
H: -1.2277 3.8679 3.2898  0.091
H: -2.2233 4.2808 1.9064  0.065
H: 1.5234 3.6005 1.7489  0.069
H: 1.3500 1.8781 1.3923  0.050
H: 0.9247 2.5034 2.9855  0.093
H: -3.7647 1.7747 -3.4716  0.085
H: -3.2012 2.2184 -5.7889  0.112
H: -0.9185 1.7353 -6.6375  0.110
H: 0.7345 0.7465 -5.1442  0.083
H: 0.1782 -2.2318 -3.2662  0.055
H: 2.8501 -1.2508 -4.3559  0.069
H: 1.3071 -1.2422 -5.2333  0.068
H: 2.0445 -2.7596 -4.7512  0.093
H: 2.9855 -2.2440 -2.0662  0.067
H: 1.9528 -3.6268 -2.3825  0.092
H: 1.5544 -2.4985 -1.0749  0.055
H: 1.6157 1.7449 -1.5498  0.019
H: 3.1062 0.6993 -4.0198  0.069
H: 3.5365 2.1138 -3.0678  0.100
H: 2.0216 2.0937 -3.9617  0.070
H: 3.7301 -0.4435 -1.7947  0.074
H: 2.6862 -0.2775 -0.3803  0.040
H: 3.7928 1.0208 -0.8243  0.092
C: 7.0067 -3.1088 3.8577  -0.044
C: 6.4517 -1.7998 3.3598  -0.225
C: 7.3159 -0.7949 2.9454  -0.045
C: 6.8303 0.4063 2.4522  -0.076
C: 5.4656 0.6135 2.3893  -0.027
C: 4.5874 -0.3765 2.8189  -0.205
N: 3.1971 -0.1057 2.6968  0.110
C: 2.2684 -0.1905 3.6937  -0.194
C: 2.6713 -0.2425 5.0395  -0.012
C: 1.7456 -0.2563 6.0565  -0.054
C: 0.3750 -0.2208 5.7876  -0.075
C: -0.0352 -0.1750 4.4782  -0.012
C: 0.8811 -0.1713 3.4173  -0.092
C: 0.3699 -0.1831 2.0553  -0.583
O: -0.8914 -0.1365 1.7971  -0.142
O: 1.1592 -0.2410 1.0586  -0.168
C: 5.0652 -1.6025 3.2907  -0.168
C: 4.1335 -2.7226 3.6714  -0.027
H: 8.0916 -3.0653 3.9262  0.078
H: 6.7444 -3.9283 3.1854  0.084
H: 6.6112 -3.3591 4.8433  0.086
H: 8.3847 -0.9576 3.0070  0.111
H: 7.5137 1.1823 2.1349  0.105
H: 5.0592 1.5513 2.0317  0.111
H: 2.8267 0.0325 1.7658  0.097
H: 3.7297 -0.2446 5.2609  0.121
H: 2.0891 -0.2891 7.0825  0.112
H: -0.3471 -0.2251 6.5913  0.105
H: -1.0854 -0.1440 4.2402  0.105
H: 3.1267 -2.5501 3.2976  0.072
H: 4.0695 -2.8406 4.7561  0.094
H: 4.4897 -3.6687 3.2638  0.079
C: -4.0177 0.0120 2.8017  0.035
C: -3.4664 0.9276 1.7419  -0.565
O: -3.2372 2.0933 1.9194  0.094
O: -3.3078 0.2933 0.5692  -0.146
H: -4.5312 0.5925 3.5623  0.093
H: -3.1766 -0.5044 3.2534  0.066
H: -4.6813 -0.7307 2.3619  0.088

---

3.
The ion C5H6N with charge +1, computed with wB97M-V/def2-TZVPD.

Computed properties:
- HOMO energy: -14.409 eV
- Frontier orbital gap: 8.818 eV
- Net charge: +1

Each line ends with the natural charge from an NBO analysis.
Cartesian coordinates (Å):
C: 1.8382 0.0604 -1.8812  -0.513
C: 2.7802 -0.2910 -2.6245  0.380
C: 1.5899 0.5551 -0.5493  0.075
C: 0.3355 0.1194 -1.6325  0.045
C: -0.4695 -0.0670 0.7922  -0.445
N: 0.4301 -0.4069 -0.3300  -0.358
H: 1.9320 1.3357 0.0337  0.284
H: -0.2489 0.8168 -2.2581  0.318
H: -0.9120 0.9764 0.7784  0.259
H: -1.2712 -0.7860 0.8304  0.251
H: 0.0920 -0.2356 1.7247  0.253
H: 0.6316 -1.4875 -0.1793  0.451

---

4.
A cluster of 5 separate species, C33H26BrClN2O10 in total, computed with wB97M-V/def2-TZVPD.

Computed properties:
- HOMO energy: -9.031 eV
- Frontier orbital gap: 6.976 eV
- SMILES string: C[C@H](Br)CC1=C(Cl)C(=O)C(N)=C(N)C1=O.O=C1C=CC(=O)C=C1.O=C1C=CC(=O)C=C1.O=C1C=CC(=O)C=C1.O=C1C=CC(=O)C=C1
- Net charge: 0

Each line ends with the Löwdin charge.
Cartesian coordinates (Å):
C: 4.7632 0.4222 -2.2700  -0.155
C: 4.9424 -1.1467 -2.5160  -0.646
Br: 4.7180 -1.4908 -4.4878  0.603
C: 3.9184 -2.0528 -1.6514  -0.175
C: 2.4183 -1.7845 -2.0903  -0.144
C: 1.6956 -2.5913 -3.0074  -0.445
Cl: 2.4694 -4.0561 -3.7729  0.606
C: 0.1955 -2.1390 -3.3662  -0.251
O: -0.7352 -2.9501 -3.4495  0.074
C: 0.0210 -0.5570 -3.5582  -0.136
N: -0.8010 0.0227 -4.6462  0.087
C: 0.7312 0.2596 -2.6423  -0.157
N: 0.7346 1.7312 -2.6794  0.088
C: 1.6348 -0.4958 -1.5181  -0.179
O: 1.7388 -0.1075 -0.3099  0.012
H: 4.4078 0.9988 -3.1931  0.068
H: 4.0763 0.6719 -1.3843  0.073
H: 5.7750 0.8915 -2.0001  0.085
H: 6.0348 -1.3934 -2.2769  0.100
H: 4.2270 -3.1449 -1.8080  0.109
H: 4.0963 -1.7298 -0.5694  0.093
H: -0.3271 0.9188 -4.8699  0.097
H: -0.5893 -0.5700 -5.4710  0.084
H: 1.2796 2.0239 -1.8536  0.083
H: -0.2023 2.1381 -2.5489  0.074
O: 3.2623 1.0768 5.8333  0.110
C: 3.6008 0.4738 4.8337  -0.386
C: 4.7559 -0.4508 4.8486  0.025
C: 5.1270 -1.1101 3.7509  0.024
C: 4.3987 -0.9446 2.4754  -0.371
O: 4.7285 -1.5447 1.4724  0.091
C: 3.2488 -0.0239 2.4582  0.028
C: 2.8749 0.6363 3.5552  0.031
H: 5.2763 -0.5595 5.7920  0.124
H: 5.9692 -1.7908 3.7420  0.122
H: 2.7309 0.0819 1.5126  0.082
H: 2.0317 1.3159 3.5617  0.119
O: -1.7357 2.1340 3.9511  0.079
C: -1.8536 2.3953 2.7678  -0.359
C: -1.4216 1.4413 1.7244  0.033
C: -1.5488 1.7278 0.4284  0.025
C: -2.1270 3.0115 -0.0160  -0.382
O: -2.2419 3.2684 -1.2000  0.102
C: -2.5590 3.9672 1.0258  0.029
C: -2.4327 3.6798 2.3210  0.035
H: -0.9992 0.5056 2.0699  0.125
H: -1.2325 1.0413 -0.3477  0.111
H: -2.9796 4.9030 0.6796  0.126
H: -2.7440 4.3661 3.0988  0.129
O: -4.0023 4.0456 6.7322  0.098
C: -3.7902 2.9647 7.2498  -0.381
C: -4.1718 2.6981 8.6537  0.018
C: -3.9372 1.5145 9.2206  0.019
C: -3.2873 0.4180 8.4699  -0.390
O: -3.0758 -0.6621 8.9880  0.100
C: -2.9062 0.6851 7.0667  0.028
C: -3.1406 1.8689 6.4990  0.023
H: -4.6470 3.5111 9.1885  0.120
H: -4.2089 1.3017 10.2469  0.121
H: -2.4309 -0.1279 6.5319  0.123
H: -2.8680 2.0820 5.4705  0.076
O: -3.2804 -5.4629 -7.2072  0.107
C: -3.2580 -4.2473 -7.2093  -0.385
C: -2.6090 -3.4887 -6.1182  0.031
C: -2.5873 -2.1552 -6.1208  0.011
C: -3.2092 -1.3790 -7.2151  -0.384
O: -3.1868 -0.1623 -7.2184  0.100
C: -3.8582 -2.1376 -8.3063  0.019
C: -3.8802 -3.4706 -8.3037  0.020
H: -2.1577 -4.0719 -5.3250  0.113
H: -2.1168 -1.5830 -5.3288  0.072
H: -4.3092 -1.5537 -9.0992  0.121
H: -4.3500 -4.0420 -9.0944  0.121

---

5.
An isolated molecule of C2H4N2OS, computed with wB97M-V/def2-TZVPD.

Computed properties:
- HOMO energy: -8.790 eV
- Frontier orbital gap: 8.755 eV
- SMILES string: NC(=O)C(N)=S
- Net charge: 0

Each line ends with the natural charge from an NBO analysis.
Cartesian coordinates (Å):
N: -0.5577 -1.6002 0.1256  -0.841
C: -0.6375 -0.2647 -0.1546  0.644
O: -1.6160 0.3712 -0.3123  -0.591
C: 0.8866 0.3247 -0.0564  -0.047
N: 0.3794 1.6376 0.2263  -0.806
S: 2.3312 -0.3528 -0.1770  -0.032
H: -1.4048 -2.0038 -0.1935  0.392
H: 0.2514 -2.2505 0.6451  0.462
H: 1.0227 2.4598 -0.0064  0.391
H: -0.6552 1.6787 -0.0969  0.427

---

Let's list max |F| in order: 1.3, 2.1, 5.8, 5.2, 7.7 eV/Å.